No. 1
Formula: C10H16BF2N2O10PS3
Source: the OMol25 dataset
Level of theory: ωB97M-V with the def2-TZVPD basis set

Each atom is followed by the atoms it is bonded to, with distances in Å.
Geometry (Å):
1 C -1.238 1.271 2.438  O2 1.481, H21 1.180, H22 1.191, H23 1.183
2 O -0.743 0.218 1.521  C1 1.481, B3 1.476
3 B -0.719 0.692 0.123  O2 1.476, O4 1.505, C5 1.644
4 O -1.194 2.100 -0.114  B3 1.505, H24 1.002
5 C -0.182 -0.141 -1.189  B3 1.644, C6 1.667, C15 1.639
6 C 1.220 0.409 -1.906  C5 1.667, C7 1.667, C10 1.661
7 C 1.966 1.718 -1.193  C6 1.667, O8 1.339, O9 1.498
8 O 1.792 2.980 -1.604  C7 1.339
9 O 2.822 1.380 -0.011  C7 1.498, H25 1.012
10 C 1.824 -0.327 -3.266  C6 1.661, C11 1.651, H26 1.171
11 C 0.966 -1.616 -3.839  C10 1.651, P12 1.932, N14 1.513
12 P 1.622 -2.463 -5.447  C11 1.932, S13 1.984, H27 1.461, H28 1.451
13 S 3.559 -2.066 -5.612  P12 1.984
14 N -0.278 -2.102 -3.128  C11 1.513, C15 1.537, H29 1.061
15 C -0.884 -1.455 -1.873  C5 1.639, N14 1.537, O16 1.472
16 O -2.106 -2.042 -1.297  C15 1.472, C17 1.471
17 C -1.733 -2.962 -0.212  O16 1.471, C18 1.639, H30 1.191, H31 1.192
18 C -1.135 -4.409 -0.700  C17 1.639, C19 1.666, O20 1.498, H32 1.170
19 C 0.368 -4.743 -0.062  C18 1.666, H33 1.178, H34 1.194, H35 1.172
20 O -2.012 -5.517 -0.206  C18 1.498, H36 1.021
21 H -0.540 2.221 2.495  C1 1.180
22 H -1.273 0.840 3.548  C1 1.191
23 H -2.339 1.629 2.200  C1 1.183
24 H -1.942 2.005 -0.774  O4 1.002
25 H 2.405 0.529 0.344  O9 1.012
26 H 2.800 0.113 -3.741  C10 1.171
27 H 0.981 -1.918 -6.641  P12 1.461
28 H 1.345 -3.887 -5.467  P12 1.451
29 H -0.773 -2.954 -3.522  N14 1.061
30 H -0.927 -2.476 0.517  C17 1.191
31 H -2.726 -3.192 0.406  C17 1.192
32 H -1.037 -4.542 -1.858  C18 1.170
33 H 1.188 -4.244 -0.746  C19 1.178
34 H 0.393 -4.300 1.046  C19 1.194
35 H 0.587 -5.894 -0.020  C19 1.172
36 H -2.982 -5.318 -0.452  O20 1.021
37 N 1.002 5.740 4.727  S38 1.570, S42 1.572
38 S 0.067 4.528 5.078  N37 1.570, O39 1.459, O40 1.458, F41 1.603, S42 2.598
39 O -0.389 3.687 3.976  S38 1.459
40 O -0.868 4.692 6.186  S38 1.458
41 F 1.142 3.552 5.756  S38 1.603
42 S 0.223 6.864 3.953  N37 1.572, S38 2.598, O43 1.462, O44 1.458, F45 1.595
43 O 1.092 7.852 3.314  S42 1.462
44 O -0.968 7.432 4.574  S42 1.458
45 F -0.376 6.113 2.679  S42 1.595

Values from the calculation:
Strongest force on any atom ... 9.77 eV/A
M ... 500.23 g mol⁻¹
Spin multiplicity ... 1
Kohn-Sham gap ... 3.99 eV
Charge ... 0
LUMO energy ... -4.4 eV

No. 2
Formula: C6H2ClF3N2O2S
Source: the OMol25 dataset
Level of theory: ωB97M-V with the def2-TZVPD basis set

Each atom is followed by the atoms it is bonded to, with distances in Å.
Geometry (Å):
1 C -0.549 0.007 0.859  C2 1.430, C3 1.439, S14 1.737
2 C 0.263 0.616 -0.149  C1 1.430, C6 1.518, N7 1.283
3 C -0.482 -1.430 0.802  C1 1.439, N8 1.279, Cl15 1.704
4 C 0.255 -1.313 -1.377  C5 1.350, N7 1.377, N8 1.377
5 C 0.387 -1.913 -2.579  C4 1.350, H16 1.073, H17 1.073
6 C 0.794 2.027 0.027  C2 1.518, F11 1.352, F12 1.330, F13 1.329
7 N 0.614 0.007 -1.222  C2 1.283, C4 1.377
8 N -0.166 -2.032 -0.281  C3 1.279, C4 1.377
9 O -1.736 0.139 3.245  S14 1.430
10 O -1.369 2.242 2.025  S14 1.429
11 F 1.221 2.208 1.297  C6 1.352
12 F 1.844 2.253 -0.757  C6 1.330
13 F -0.105 2.969 -0.236  C6 1.329
14 S -0.984 0.892 2.290  C1 1.737, O9 1.430, O10 1.429
15 Cl -0.877 -2.366 2.170  C3 1.704
16 H 0.140 -2.951 -2.694  C5 1.073
17 H 0.750 -1.354 -3.421  C5 1.073

Values from the calculation:
Strongest force on any atom ... 1.47 eV/A
M ... 258.61 g mol⁻¹
Spin multiplicity ... 1
Kohn-Sham gap (alpha / beta) ... 6.34 / 7.64 eV
Charge ... 0
Structure (SMILES) ... C=C1N=C(Cl)C(=S(=O)=O)C(C(F)(F)F)=N1
LUMO energy (alpha / beta) ... -2.8 / -2.0 eV

No. 3
Formula: C3H9N5
Source: the OMol25 dataset
Level of theory: ωB97M-V with the def2-TZVPD basis set

Each atom is followed by the atoms it is bonded to, with distances in Å.
Geometry (Å):
1 C -0.582 1.873 -1.206  C6 1.528, H15 1.091, H16 1.090, H17 1.092
2 N 0.946 -0.645 0.941  C3 1.596, N4 1.294, N5 1.423
3 C -0.609 -0.296 1.039  N2 1.596, N7 1.319, N8 1.260
4 N 1.649 0.062 0.115  N2 1.294, H9 1.029
5 N 1.218 -2.040 0.985  N2 1.423, H11 1.020, H12 1.015
6 C -0.520 0.346 -1.237  C1 1.528, N7 1.370, H10 1.249, H14 1.092
7 N -1.070 -0.352 -0.195  C3 1.319, C6 1.370
8 N -1.061 -0.317 2.215  C3 1.260, H13 1.017
9 H 2.379 -0.551 -0.271  N4 1.029
10 H 0.705 0.175 -1.060  C6 1.249
11 H 0.615 -2.521 0.318  N5 1.020
12 H 0.979 -2.354 1.920  N5 1.015
13 H -2.044 -0.056 2.238  N8 1.017
14 H -0.805 -0.074 -2.204  C6 1.092
15 H -0.001 2.297 -2.026  C1 1.091
16 H -0.181 2.251 -0.265  C1 1.090
17 H -1.618 2.203 -1.305  C1 1.092

Values from the calculation:
Strongest force on any atom ... 0.81 eV/A
M ... 115.14 g mol⁻¹
Spin multiplicity ... 1
Kohn-Sham gap (alpha / beta) ... 8.29 / 8.29 eV
Charge ... 0
LUMO energy (alpha / beta) ... -0.3 / -0.3 eV